Entry 1:
The following is a quantum chemistry calculation of a molecular structure, C40H106N3O16Zr at a distorted geometry, from OMol25.

```
166
C40H106N3O16Zr (ωB97M-V/def2-TZVPD)
Zr -2.2914 0.4347 2.4751
C -1.0285 -1.5111 -1.2749
C 0.3340 -1.0266 -0.7746
C 1.1366 -0.7485 -2.0523
C 2.4782 -0.0331 -1.8337
C 2.1868 1.2540 -1.0905
C 1.3268 1.1573 0.1737
N 0.2520 0.1926 0.0095
O -0.6147 0.1640 1.0530
C 0.7851 2.5655 0.4442
C 2.2149 0.7874 1.3828
C 1.0764 -2.1712 -0.0457
H -1.6177 -0.6796 -1.6662
H -1.6068 -1.9563 -0.4640
H -0.8935 -2.2515 -2.0632
H 0.5297 -0.1585 -2.7475
H 1.3261 -1.6899 -2.5726
H 2.9331 0.2527 -2.7819
H 3.1812 -0.6393 -1.2595
H 1.7841 2.0139 -1.7675
H 3.1743 1.6516 -0.8307
H 1.6126 3.2674 0.5568
H 0.1883 2.6202 1.3602
H 0.1327 2.9670 -0.3331
H 3.1051 1.3957 1.5551
H 2.7021 -0.1834 1.2521
H 1.5880 0.7531 2.2743
H 2.0839 -1.8770 0.2416
H 1.1944 -3.0515 -0.6809
H 0.5079 -2.4770 0.8343
C -2.8355 -3.9875 3.6526
C -3.3102 -3.8917 2.1857
C -4.2276 -5.1005 1.9609
C -5.0869 -4.9908 0.7101
C -5.8958 -3.7203 0.7911
C -5.0171 -2.4373 0.9176
N -4.0456 -2.6506 1.9861
O -3.2384 -1.5263 2.1249
C -6.0116 -1.3230 1.2584
C -4.4159 -2.1480 -0.4672
C -2.0631 -4.0298 1.3104
H -3.6425 -4.1709 4.3657
H -2.2828 -3.0883 3.9296
H -2.1891 -4.8417 3.8744
H -4.8300 -5.3118 2.8452
H -3.6304 -6.0056 1.8119
H -5.7446 -5.8627 0.6811
H -4.5097 -5.0287 -0.2156
H -6.7085 -3.6828 1.5156
H -6.4049 -3.6551 -0.1777
H -5.5433 -0.3724 1.5370
H -6.7049 -1.5995 2.0504
H -6.5919 -1.0736 0.3679
H -3.7857 -1.2506 -0.4701
H -5.2050 -1.9517 -1.1922
H -3.7234 -2.9046 -0.8374
H -1.3685 -3.2101 1.5031
H -2.2785 -4.0827 0.2441
H -1.5065 -4.9229 1.5979
C 0.8188 2.6306 4.2900
C -0.3083 3.6584 4.5264
C 0.4375 4.9806 4.7380
C -0.5080 6.1659 4.5991
C -1.1528 6.1252 3.2177
C -2.0053 4.8779 2.9473
N -1.2798 3.6966 3.4272
O -1.7397 2.5046 2.9929
C -2.2551 4.8334 1.4541
C -3.3459 5.0409 3.7024
C -1.0407 3.2709 5.8082
H 1.5950 2.8010 5.0341
H 1.2733 2.7485 3.3041
H 0.4768 1.5966 4.3221
H 1.2333 5.1175 4.0026
H 0.8755 5.0400 5.7344
H -0.0546 7.1523 4.7170
H -1.2816 6.1695 5.3732
H -0.3947 6.3270 2.4571
H -1.8215 6.9911 3.2006
H -2.9253 5.6389 1.1536
H -2.8124 3.9253 1.1981
H -1.3387 4.8018 0.8635
H -3.1962 5.0815 4.7810
H -3.9569 4.1340 3.6268
H -3.9412 5.8671 3.3191
H -1.4652 2.2655 5.8018
H -1.8098 4.0012 6.0593
H -0.3593 3.2966 6.6648
C 0.5382 -4.9202 -3.9817
O -0.0947 -3.8759 -4.7252
H 1.5019 -5.2981 -4.3035
H 0.4623 -4.6638 -2.9206
H -0.1854 -5.7378 -4.0759
H -1.0236 -3.8080 -4.5074
C -1.2642 -0.2733 -5.3457
O -2.3641 0.6190 -5.4934
H -1.2073 -0.8922 -6.2373
H -0.3396 0.3085 -5.2857
H -1.3806 -0.9083 -4.4619
H -2.4037 1.2129 -4.7276
C 6.3233 -0.6702 -2.9266
O 5.8124 -0.3316 -4.2233
H 6.3919 -1.7525 -2.8202
H 7.3648 -0.3334 -2.9492
H 5.7417 -0.2459 -2.1082
H 5.5980 0.6038 -4.1444
C 0.2446 -1.6294 3.6777
O -0.6128 -0.4631 3.8590
H 0.3840 -2.0479 4.6713
H -0.1510 -2.3804 3.0018
H 1.1841 -1.2966 3.2372
H -0.3365 -0.1160 4.7167
C 3.6669 -3.7013 -2.5103
O 4.1871 -4.9670 -2.1956
H 2.7819 -3.8773 -3.1178
H 3.4953 -3.0794 -1.6224
H 4.3546 -3.0980 -3.1197
H 5.0142 -4.9066 -1.7125
C 2.9678 -2.7445 -6.0119
O 1.8388 -2.0486 -5.4733
H 3.8216 -2.0726 -5.9585
H 3.0823 -3.6723 -5.4519
H 2.8550 -3.0133 -7.0652
H 1.2110 -2.6708 -5.0734
C -0.9757 -5.9995 -1.1618
O -0.3542 -7.0314 -1.9079
H -0.1874 -5.4364 -0.6578
H -1.5276 -5.3475 -1.8459
H -1.6841 -6.4493 -0.4625
H 0.5644 -7.1295 -1.6547
C 4.1954 -0.4577 3.9728
O 3.7009 -1.2095 5.0861
H 5.1606 -0.0367 4.2475
H 4.3582 -1.0741 3.0840
H 3.4253 0.2721 3.7152
H 3.3823 -2.0513 4.7537
C 1.9737 6.2186 -0.0620
O 1.4987 7.5291 0.2338
H 1.5858 5.8978 -1.0325
H 3.0594 6.2574 -0.0729
H 1.6363 5.5163 0.7059
H 0.5382 7.5133 0.2180
C -0.9404 3.0956 -3.1559
O -2.2269 2.7373 -3.6919
H -0.6852 2.2363 -2.5338
H -0.2122 3.1882 -3.9613
H -0.9955 4.0218 -2.5848
H -2.8560 3.4402 -3.5156
C 6.0771 2.4256 -0.6822
O 5.7402 1.7311 0.5121
H 6.7566 1.7390 -1.1855
H 5.2138 2.6402 -1.3193
H 6.6203 3.3391 -0.4291
H 5.2952 2.3341 1.1144
C -2.5783 1.8775 -0.5223
O -3.2030 1.0965 0.5020
H -3.2787 2.5500 -1.0275
H -1.8137 2.5146 -0.0942
H -2.2387 1.2586 -1.3510
H -4.1111 0.9031 0.2295
C 2.6792 1.2386 -5.6725
O 1.9294 0.4770 -6.6036
H 2.0027 1.7369 -4.9662
H 3.3432 0.5650 -5.1212
H 3.2803 2.0043 -6.1598
H 1.6905 -0.3212 -6.1046
```

The calculation puts the HOMO energy at -9.94 eV. Its net charge is +1. As for the spin multiplicity: 1. The frontier orbital gap comes out at 6.2 eV. Its LUMO energy is -0.138 Ha. As for the largest force on an atom: 5.8 eV/A.

---

Entry 2:
The following is a quantum chemistry calculation of a molecular structure, C17H45Be2F3O15 at a distorted geometry, from OMol25.

```
82
C17H45Be2F3O15 (ωB97M-V/def2-TZVPD)
Be -1.0763 -11.0285 12.6741
Be -2.9688 -14.2247 11.5944
C -1.7643 -11.4508 9.3111
O -0.4770 -11.2491 9.9794
O -2.5279 -11.9268 10.3874
C -2.2528 -10.2283 8.4680
F -1.5627 -10.2030 7.3124
F -3.5957 -10.1386 8.2492
F -1.9243 -9.0679 9.0337
C 0.7370 -11.4487 9.2296
C 1.8594 -11.3078 10.3198
H 2.8663 -11.4344 9.9220
H 1.7942 -10.3409 10.8187
H 1.7362 -12.0447 11.1134
H 0.8176 -10.7809 8.3719
H 0.8084 -12.4591 8.8268
H -1.6348 -12.3322 8.6830
C 0.3084 -14.1954 13.3444
O -0.4695 -13.6115 12.3310
H 0.4697 -15.2733 13.3585
H 1.3150 -13.8068 13.1897
H 0.0093 -13.9071 14.3521
C 0.9045 -10.6513 15.2303
C -0.6263 -10.5831 15.6363
O -1.1607 -9.5605 14.8639
O 1.1344 -10.8677 13.8285
H 1.3902 -11.4298 15.8187
H 1.3347 -9.6590 15.3661
H -0.7380 -10.2979 16.6824
H -1.2172 -11.4836 15.4691
H -1.2467 -8.8108 15.4574
H 2.0477 -11.0614 13.6052
C 4.6205 -13.3059 13.1051
C 4.0238 -12.2241 14.0468
O 3.9765 -11.0093 13.2661
O 4.8520 -14.5156 13.7384
H 5.5103 -12.9270 12.6022
H 3.9410 -13.3452 12.2537
H 4.5939 -12.1382 14.9719
H 3.0277 -12.5000 14.3927
H 3.8994 -10.2510 13.8497
H 5.1096 -15.1527 13.0680
C 2.0986 -16.4438 9.9235
C 2.2675 -14.9111 9.7579
O 3.1752 -14.6785 8.7586
O 1.4964 -17.0735 8.8687
H 1.5092 -16.5698 10.8318
H 3.0472 -16.9277 10.1561
H 2.7093 -14.3985 10.6124
H 1.3391 -14.4434 9.4302
H 2.7705 -15.0428 7.9680
H 2.1390 -17.6447 8.4416
C 3.2323 -16.3343 16.2972
C 1.9676 -15.4271 16.5585
O 1.7054 -15.4689 17.9465
O 2.9776 -17.6546 16.6320
H 3.9858 -16.0288 17.0231
H 3.6162 -16.1510 15.2937
H 1.0568 -15.5752 15.9781
H 2.1777 -14.3710 16.3896
H 1.5467 -16.3814 18.1991
H 2.4862 -18.0059 15.8858
C -1.7232 -12.9136 18.6199
C -1.6731 -13.8918 17.4316
O -2.9872 -14.1249 16.9404
O -2.2550 -11.6457 18.2619
H -0.7357 -12.7281 19.0423
H -2.3027 -13.4788 19.3498
H -1.1290 -14.8122 17.6433
H -0.9854 -13.4998 16.6823
H -3.1089 -13.5357 16.1923
H -1.8259 -10.9551 18.7723
C -2.1645 -16.3378 8.9605
C -1.4212 -16.6468 10.3321
O -2.3225 -16.7273 11.5328
O -2.8108 -15.0908 9.2099
H -2.8535 -17.1718 8.8272
H -1.5367 -16.3410 8.0694
H -0.7425 -15.8179 10.5332
H -0.9214 -17.6148 10.2980
H -2.5607 -17.6519 11.6326
H -3.2323 -14.8462 8.3827
```

The calculation puts the HOMO energy (spin up / spin down) at -10.43 / -11.57 eV. Its net charge is +1. As for the spin multiplicity: 2. The frontier orbital gap (spin up / spin down) comes out at 4.7 / 6.0 eV. Its LUMO energy (spin up / spin down) is -0.211 / -0.206 Ha. As for the largest force on an atom: 3.9 eV/A.

---

- The lowest spin multiplicity belongs to which entry?
  C40H106N3O16Zr